Entry 1:
The following is a DFT calculation (ωB97M-V/def2-TZVPD) of a structure of composition C5H5N4S at a distorted geometry.

Atoms and positions in Å:
C: -1.69 0.36 0.96
C: -2.77 -0.67 -1.08
C: -0.77 0.25 -0.06
C: -1.52 -0.29 -1.10
C: 0.59 0.84 -0.03
N: 0.65 2.09 -0.01
N: 2.62 -2.02 0.33
N: 1.70 -0.01 -0.01
N: 1.67 -1.30 0.27
S: -3.26 -0.25 0.55
H: -1.51 0.78 1.92
H: -3.44 -1.11 -1.79
H: 1.55 2.56 0.04
H: 3.58 -1.69 0.15
H: 2.61 0.46 -0.14

Gap between HOMO and LUMO   0.1691 Eh
E_LUMO   -8.30 eV
Energy above the lowest of the compared OMol25 structures with the same formula, charge and spin   570.9 kJ/mol
Charge   +1
HOMO energy   -12.90 eV


Entry 2:
The following is a DFT calculation (ωB97M-V/def2-TZVPD) of a cluster of 5 separate species, C10H20BCl8F3O in total.

Atoms and positions in Å:
B: 7.75 -1.15 -0.33
C: 6.60 -2.14 -0.80
O: 5.59 -1.28 -1.40
C: 4.37 -1.36 -0.87
F: 4.34 -1.20 0.46
F: 3.61 -0.40 -1.42
F: 3.77 -2.54 -1.13
H: 8.53 -0.76 -1.14
H: 7.80 -0.77 0.79
H: 6.95 -2.82 -1.59
H: 6.17 -2.74 0.00
Cl: -1.51 -4.58 -2.78
C: 0.01 -3.69 -2.60
C: 0.30 -3.34 -1.16
Cl: -0.85 -2.12 -0.53
H: -0.05 -2.79 -3.21
H: 0.81 -4.32 -2.98
H: 1.29 -2.91 -1.08
H: 0.24 -4.22 -0.52
Cl: -3.76 0.17 0.34
C: -2.22 0.95 0.79
C: -2.14 1.24 2.26
Cl: -3.29 2.53 2.74
H: -2.11 1.85 0.19
H: -1.42 0.26 0.52
H: -1.15 1.59 2.52
H: -2.38 0.36 2.86
Cl: -0.21 0.15 -3.47
C: 1.33 0.92 -3.00
C: 1.33 1.34 -1.55
Cl: 0.21 2.69 -1.24
H: 1.49 1.76 -3.66
H: 2.11 0.18 -3.16
H: 2.32 1.68 -1.27
H: 1.04 0.51 -0.90
Cl: -8.40 1.72 3.71
C: -7.09 2.76 3.08
C: -6.87 3.98 3.94
Cl: -8.24 5.12 3.85
H: -7.35 3.03 2.06
H: -6.18 2.16 3.07
H: -5.99 4.51 3.59
H: -6.73 3.71 4.98

Gap between HOMO and LUMO   0.3527 Eh
E_LUMO   -0.85 eV
Structure (SMILES)   BCOC(F)(F)F.ClCCCl.ClCCCl.ClCCCl.ClCCCl
Charge   0
HOMO energy   -10.45 eV


Entry 3:
The following is a DFT calculation (ωB97M-V/def2-TZVPD) of a structure of composition C21H26N3O3P2Sn at a distorted geometry.

Atoms and positions in Å:
Sn: 2.29 0.42 1.63
O: 4.38 -1.16 0.59
N: 3.46 -0.58 -0.25
C: 3.70 -0.46 -1.50
C: 2.80 0.15 -2.46
C: 3.28 0.26 -3.77
C: 2.53 0.85 -4.77
C: 1.27 1.34 -4.48
C: 0.77 1.22 -3.20
C: 1.51 0.64 -2.17
P: 0.62 0.47 -0.57
C: -0.63 -0.76 -1.04
C: -0.30 -1.76 -1.96
C: -1.26 -2.67 -2.36
C: -2.56 -2.57 -1.89
C: -2.88 -1.60 -0.95
C: -1.92 -0.72 -0.51
C: -0.19 2.11 -0.47
C: -1.45 2.43 -0.96
C: -1.90 3.74 -0.91
C: -1.09 4.74 -0.39
C: 0.17 4.44 0.09
C: 0.61 3.13 0.06
H: 5.20 -1.45 0.12
H: 4.64 -0.83 -1.90
H: 4.27 -0.11 -4.01
H: 2.94 0.93 -5.77
H: 0.68 1.81 -5.25
H: -0.22 1.60 -2.99
H: 0.71 -1.83 -2.34
H: -1.00 -3.45 -3.06
H: -3.32 -3.26 -2.24
H: -3.89 -1.53 -0.58
H: -2.15 0.01 0.26
H: -2.08 1.67 -1.40
H: -2.88 3.98 -1.30
H: -1.44 5.77 -0.38
H: 0.81 5.22 0.47
H: 1.63 2.88 0.39
N: -2.06 0.95 3.57
C: -2.16 -0.52 3.68
P: -0.55 -1.32 3.13
O: -0.70 -2.11 1.89
O: 0.47 -0.19 3.10
C: -0.14 -2.63 4.43
N: -0.13 -3.89 3.66
H: -1.15 1.25 3.95
H: -2.82 1.43 4.08
H: -2.09 1.26 2.58
H: -2.96 -0.90 3.04
H: -2.38 -0.78 4.71
H: -0.87 -2.66 5.23
H: 0.83 -2.42 4.88
H: -0.76 -4.61 4.03
H: 0.80 -4.31 3.57
H: -0.46 -3.58 2.69

Gap between HOMO and LUMO   0.2553 Eh
E_LUMO   -9.75 eV
Charge   +3
HOMO energy   -16.70 eV


Entry 4:
The following is a DFT calculation (ωB97M-V/def2-TZVPD) of a structure of composition ClH2NOS2 at a distorted geometry.

Atoms and positions in Å:
N: -0.42 0.23 -0.11
O: -2.01 -0.40 1.63
S: -1.27 2.49 1.64
S: -1.06 0.65 1.39
Cl: 0.92 -0.21 2.94
H: 0.52 0.63 -0.43
H: -0.81 -0.54 -0.49

Gap between HOMO and LUMO (spin up / spin down)   0.2866 / 0.2866 Eh
E_LUMO (spin up / spin down)   -2.47 / -2.47 eV
Energy above the lowest of the compared OMol25 structures with the same formula, charge and spin   114.0 kJ/mol
Charge   0
HOMO energy (spin up / spin down)   -10.27 / -10.27 eV


Entry 5:
The following is a DFT calculation (ωB97M-V/def2-TZVPD) of an isolated molecule of C3H5N2OP at a distorted geometry.

Atoms and positions in Å:
C: 0.49 -0.86 -0.35
N: -0.16 0.40 0.12
C: -1.35 0.39 0.78
P: -1.81 2.02 1.23
N: -0.29 2.51 0.53
C: 0.52 1.54 0.02
O: 1.62 1.77 -0.43
H: 1.50 -0.98 -0.16
H: 0.06 -1.74 0.22
H: 0.17 -1.02 -1.34
H: -2.01 -0.44 1.10
H: -0.03 3.39 0.35

Gap between HOMO and LUMO   0.3201 Eh
E_LUMO   0.66 eV
Structure (SMILES)   Cn1cp[nH]c1=O
Energy above the lowest of the compared OMol25 structures with the same formula, charge and spin   55.5 kJ/mol
Charge   0
HOMO energy   -8.06 eV


Entry 6:
The following is a DFT calculation (ωB97M-V/def2-TZVPD) of a structure of composition C35H27IrN7O2Se.

Atoms and positions in Å:
Ir: 0.38 0.37 -0.73
C: 2.72 -1.33 1.45
C: 3.49 -0.06 1.24
C: 4.41 0.33 2.19
C: 5.23 1.44 1.98
C: 5.15 2.18 0.81
C: 4.27 1.84 -0.20
C: 4.17 2.73 -1.40
C: 3.41 0.70 0.01
N: 2.48 0.34 -0.91
C: 2.89 0.26 -2.27
O: 4.03 0.06 -2.61
C: 1.77 0.39 -3.26
C: 1.91 0.49 -4.63
C: 0.75 0.68 -5.39
C: -0.49 0.80 -4.78
C: -0.56 0.69 -3.40
N: 0.56 0.48 -2.71
C: -1.81 0.84 -2.55
O: -2.89 1.02 -3.07
N: -1.53 0.81 -1.21
C: -2.59 0.79 -0.25
C: -3.45 -0.31 -0.16
C: -3.48 -1.40 -1.20
C: -4.34 -0.37 0.91
C: -4.39 0.65 1.85
C: -3.58 1.77 1.70
C: -2.68 1.86 0.65
C: -1.87 3.12 0.46
H: 3.40 -2.11 1.80
H: 2.25 -1.69 0.54
H: 1.96 -1.20 2.22
H: 4.52 -0.26 3.09
H: 5.94 1.72 2.75
H: 5.77 3.05 0.69
H: 4.47 3.74 -1.13
H: 3.15 2.79 -1.79
H: 4.82 2.39 -2.20
H: 2.89 0.41 -5.08
H: 0.83 0.76 -6.47
H: -1.40 0.98 -5.34
H: -2.50 -1.60 -1.63
H: -4.12 -1.09 -2.03
H: -3.88 -2.32 -0.78
H: -5.00 -1.22 1.00
H: -5.09 0.60 2.67
H: -3.66 2.59 2.40
H: -1.84 3.70 1.38
H: -2.32 3.74 -0.31
H: -0.85 2.93 0.14
Se: -3.48 -4.02 3.99
N: -2.77 -4.28 2.39
C: -2.09 -3.20 2.09
C: -1.37 -3.04 0.84
C: -1.25 -4.01 -0.15
C: -0.54 -3.73 -1.30
C: 0.01 -2.46 -1.47
N: -0.11 -1.53 -0.53
C: -0.76 -1.81 0.62
C: -0.72 -0.77 1.64
N: -0.01 0.32 1.31
C: 0.17 1.27 2.22
C: -0.38 1.17 3.49
C: -1.16 0.08 3.82
C: -1.33 -0.94 2.87
C: -2.08 -2.17 3.09
N: -2.75 -2.42 4.18
H: -1.72 -4.98 0.00
H: -0.41 -4.46 -2.08
H: 0.54 -2.19 -2.37
H: 0.76 2.13 1.93
H: -0.21 1.97 4.21
H: -1.63 -0.02 4.79

Gap between HOMO and LUMO (spin up / spin down)   0.2395 / 0.1874 Eh
E_LUMO (spin up / spin down)   -7.23 / -8.62 eV
Energy above the lowest of the compared OMol25 structures with the same formula, charge and spin   0.0 kJ/mol
Expectation value of S²   0.78
Charge   +2
HOMO energy (spin up / spin down)   -13.75 / -13.72 eV
2S+1   2


charge of number 2 (C10H20BCl8F3O)?
0